Record 1
{
  "formula": "C9H14",
  "method": "ωB97M-V/def2-TZVPD",
  "symbols": ["C", "C", "C", "C", "C", "C", "C", "H", "H", "H", "H", "H", "H", "H", "H", "C", "C", "H", "H", "H", "H", "H", "H"],
  "coordinates": [[1.6022, -1.5260, 1.3807], [0.6820, -0.3368, 1.2758], [-0.6239, -0.4564, 1.7796], [-1.5237, 0.5307, 1.6220], [-1.1438, 1.7520, 0.9843], [0.1879, 1.8968, 0.5385], [1.0701, 0.8316, 0.6660], [2.6585, -1.5395, 1.0768], [1.2636, -2.2832, 0.6664], [1.7217, -1.6932, 2.4495], [-0.9392, -1.3370, 2.3348], [-2.4606, 0.4881, 2.1455], [-1.8960, 2.5143, 0.9422], [0.7003, 2.7728, 0.0694], [2.0582, 0.8980, 0.1475], [-0.0322, -0.0006, -2.9032], [-0.7613, -0.6189, -1.6937], [0.9256, 0.4306, -2.5573], [-0.0895, -0.9599, -3.5857], [-0.5042, 0.9381, -3.2736], [-0.8089, 0.0814, -0.8110], [-1.8302, -0.8823, -1.7989], [-0.2565, -1.5007, -1.4554]],
  "atomic_forces_ev_per_a": [[0.687, -0.024, -0.229], [0.600, -0.408, -0.290], [1.148, -1.201, 0.321], [0.087, 2.706, -0.377], [0.952, -0.855, 0.420], [-0.205, 0.595, -0.156], [0.606, -0.040, -0.690], [-0.121, 1.477, -0.265], [-0.617, -0.653, 1.065], [-0.610, -1.253, -0.008], [0.306, -0.089, -0.162], [-0.490, -0.127, -0.258], [0.029, 0.511, -0.229], [-1.401, -0.367, 0.403], [-0.792, -0.052, 0.839], [-1.268, -0.993, 0.007], [-1.422, 2.660, 1.015], [0.135, -1.165, -0.474], [1.024, 2.669, 0.312], [-0.290, -1.100, -0.296], [0.375, -0.943, -1.015], [0.451, 0.069, -0.734], [0.816, -1.418, 0.800]],
  "charge": 0,
  "homo_ev": -9.0,
  "lumo_energy_ev": 1.0322,
  "e_tot_ha": -351.2752,
  "smiles": "Cc1ccccc1.CC"
}

---

Record 2
{
  "formula": "C9H14",
  "method": "ωB97M-V/def2-TZVPD",
  "symbols": ["C", "C", "C", "C", "C", "C", "C", "H", "H", "H", "H", "H", "H", "H", "H", "C", "C", "H", "H", "H", "H", "H", "H"],
  "coordinates": [[1.9060, 0.2112, -2.1303], [1.2945, 0.5108, -0.8218], [1.6440, 0.1222, 0.4461], [1.1008, 0.7421, 1.5534], [0.0543, 1.6827, 1.5380], [-0.4636, 1.8164, 0.2510], [0.1301, 1.2934, -0.8702], [1.3384, 0.1339, -3.0321], [2.3552, -0.7813, -2.1650], [2.5746, 0.9982, -2.2891], [2.2273, -0.7631, 0.6746], [1.5363, 0.7045, 2.5765], [-0.1826, 2.1479, 2.5100], [-1.3194, 2.4977, 0.2982], [-0.3457, 1.7545, -1.7468], [-2.0498, -1.2974, 1.0108], [-1.4462, -1.9285, -0.2973], [-2.3069, -2.2259, 1.6852], [-1.3064, -0.6951, 1.5587], [-2.8743, -0.6887, 0.7679], [-0.2737, -1.8291, -0.1800], [-2.0036, -1.4259, -1.0134], [-1.5893, -2.9805, -0.3243]],
  "atomic_forces_ev_per_a": [[0.494, -2.169, 0.216], [-3.049, 0.576, -0.777], [0.519, -1.002, 0.720], [-0.307, 1.721, 2.574], [2.029, -1.951, -0.861], [-1.274, 1.823, 2.500], [-0.482, 1.521, -0.144], [-1.443, 0.540, -0.122], [0.842, 0.165, 0.423], [1.697, 0.865, -0.513], [0.796, 0.337, -0.439], [0.050, -1.059, -0.922], [-0.482, -0.031, -1.075], [-0.010, -0.274, -1.240], [0.698, -0.935, -0.326], [1.584, -3.237, 1.413], [2.746, 0.609, 3.344], [-0.019, 2.163, -0.871], [-0.391, -0.266, -0.292], [-1.208, 0.502, 0.062], [-2.391, 0.290, -1.160], [0.137, 0.682, -2.328], [-0.535, -0.871, -0.183]],
  "charge": 0,
  "homo_ev": -9.0,
  "lumo_energy_ev": 1.0314,
  "e_tot_ha": -351.2538,
  "smiles": "Cc1ccccc1.CC"
}

---

Maximum force per entry: 0.06189; 0.08497 Eh/bohr
Energy above the lowest of the compared OMol25 structures with the same formula, charge and spin per entry: 34.5; 47.9 kcal per mole